82
Properties=species:S:1:pos:R:3:forces:R:3 method="wB97M-V/def2-TZVPD" orbital_gap_ha="0.202 / 0.202" energy_ev=-134663.5262 homo_ev="-13.2746 / -13.2743" fmax_ev_per_a=3.28 total_charge=+2 lumo_ev="-7.777 / -7.778"
H -4.615 -2.273 -1.390 -0.0366 0.0798 0.3008
H -3.861 1.487 -2.848 0.2082 -0.1320 -0.0215
N 4.843 -2.564 4.211 -0.1189 -0.0770 -0.0685
C 0.699 0.846 -2.677 0.4235 -0.1861 0.6013
H 3.593 -0.803 -1.315 -0.2646 -0.3779 -0.1729
C 3.655 -3.144 4.383 -0.1302 0.1439 -0.1741
C 2.586 -1.629 2.810 0.2839 1.1535 0.9128
C -0.930 -1.486 -2.421 0.1240 -0.4521 0.3867
H -0.769 2.127 3.913 0.2649 -0.0669 -0.0474
C 2.445 2.885 -0.292 0.1809 0.2562 -0.0361
H 0.559 -1.866 2.200 0.4281 -0.0417 -0.3232
H 2.353 0.053 0.534 0.5088 -0.6485 0.2367
H -1.778 2.118 -1.685 -0.1305 -0.2221 0.0805
H 1.546 -3.183 3.960 0.1587 0.1146 -0.1359
S -1.448 -0.663 1.977 0.1534 -0.2325 0.0176
C 2.495 -2.691 3.751 -0.2238 0.1899 -0.2280
H 3.017 3.181 0.598 -0.1417 -0.1296 -0.2554
H 0.845 -4.956 -1.386 0.0121 0.0957 -0.1589
C 0.318 1.983 3.875 0.1544 0.1216 0.3899
H -2.152 2.032 1.898 0.1917 0.2088 -0.2090
H 0.537 0.916 4.007 -0.1250 0.1734 -0.0087
H 3.631 -4.003 5.056 -0.0707 0.2862 -0.1635
H 1.067 2.132 -4.348 -0.1944 -0.0692 0.1474
H -6.072 0.190 1.882 0.1345 -0.1986 -0.2430
H -3.313 -0.169 -3.073 0.1555 0.1292 -0.0196
C -5.500 -0.984 0.115 -0.2871 0.1522 0.1395
C 0.197 1.710 -3.829 -0.0396 0.0346 -0.3768
H 5.922 -1.050 3.273 -0.2766 -0.2708 0.1599
C 0.940 2.530 2.596 0.0567 -0.2124 -0.0371
H 1.997 2.233 2.517 -0.2341 0.1239 0.0938
H -2.688 0.855 -0.838 0.1154 0.1654 -0.0954
H -0.356 1.126 -4.576 0.1165 0.2045 0.2787
H 0.910 3.632 2.577 0.0271 -0.3603 0.0356
H -0.914 4.822 1.367 -0.1980 -0.1570 0.0924
H 1.284 0.006 -3.081 -0.1092 0.2080 0.2455
Be 0.099 -0.166 0.474 -1.9956 1.7436 0.0328
H 0.403 3.075 -1.046 0.1709 0.1530 0.1141
P -0.531 0.071 -1.509 -0.9004 -0.1018 -2.6318
C 3.105 -2.609 -2.425 -0.6436 0.0469 0.3445
N -4.052 -0.323 1.869 0.0569 -0.5790 -1.2164
H 3.861 -2.440 -3.186 -0.1930 -0.0696 0.0578
Br 2.212 -4.744 -4.013 0.0934 -0.7797 -0.8741
H 0.751 2.521 4.727 -0.1475 -0.2422 -0.0795
C -4.456 -1.729 -0.459 0.3434 -0.0041 0.4235
H -2.659 4.560 1.433 0.2750 0.0008 0.1480
H -1.677 4.207 2.857 0.1312 -0.0164 -0.2966
H -0.423 2.552 -3.506 0.0566 -0.1443 -0.0109
H -0.231 -2.231 -2.024 -0.2875 0.0709 -0.0470
C 1.946 -1.875 -0.416 -0.2659 -0.6407 -0.1941
H 2.789 3.516 -1.125 0.0380 -0.2257 0.2568
H 0.781 4.127 0.330 0.1001 -0.1363 -0.2957
C 1.399 -4.025 -1.416 0.2222 0.7976 0.1527
H 3.995 -0.145 2.012 -0.0238 -0.3852 0.1868
H -2.054 2.649 0.257 0.1234 0.0017 0.2529
C 1.473 -1.319 1.934 2.4550 -2.1807 -0.0788
C -2.084 1.062 -1.732 0.1464 0.2014 0.4283
H -2.476 1.185 -3.891 -0.1425 -0.2103 0.3014
H 1.384 1.430 -2.055 -0.0270 -0.1440 -0.2261
C -5.306 -0.347 1.324 0.6710 0.0021 -0.0713
C 3.855 -1.009 2.667 0.1629 -0.3491 0.1499
C 2.948 -1.688 -1.384 -0.2695 0.1303 0.2474
C 4.942 -1.522 3.389 -0.4778 0.6425 -0.5285
C -0.854 -1.550 -3.947 -0.1463 0.0236 -0.2410
H -2.384 -2.390 -0.173 -0.3937 0.2596 -0.0133
C -1.584 2.716 1.246 -0.0732 -0.2031 -0.1307
C -2.976 -0.947 1.263 -0.7220 0.3351 0.9650
C 1.242 -3.088 -0.384 0.3404 -0.2115 -0.6005
H -1.933 -1.782 -2.091 0.2041 0.0314 -0.0914
H 0.532 -3.295 0.418 0.1343 -0.0232 -0.1734
C -1.692 4.156 1.761 -0.1666 0.1066 0.0843
C 1.668 -0.797 0.606 0.4508 -0.0829 1.2049
P 0.102 1.976 1.062 0.1343 1.0170 0.2665
C -2.964 0.863 -2.962 -0.1983 0.1353 -0.2706
H -1.241 -2.529 -4.267 0.1502 0.2714 0.0830
H -3.859 0.202 2.721 -0.1172 -0.1255 -0.2212
C 0.947 3.127 -0.093 -0.4287 -0.0466 -0.1325
C 2.240 -3.715 -2.498 0.2543 0.7576 1.3882
H -6.469 -0.921 -0.378 0.2242 -0.0842 0.2569
C -3.217 -1.776 0.173 -0.3146 0.0952 -0.4781
H 2.700 1.843 -0.537 -0.1018 0.2853 0.0700
H -1.472 -0.786 -4.432 0.2543 -0.2191 0.0494
H 0.178 -1.486 -4.316 -0.2741 0.0900 0.0941

***

81
Properties=species:S:1:pos:R:3:forces:R:3 method="wB97M-V/def2-TZVPD" orbital_gap_ha="0.189 / 0.190" energy_ev=-176922.0256 homo_ev="-10.5463 / -10.5471" fmax_ev_per_a=1.91 total_charge=+1 lumo_ev="-5.414 / -5.384"
H 1.902 -2.830 0.083 0.0224 0.0421 0.0652
C -0.638 0.409 3.358 -0.1897 -0.0503 0.3524
H -3.290 0.332 2.360 0.0511 -0.1007 -0.1310
C -1.815 -0.931 1.455 0.0138 0.0362 0.3330
H 0.710 3.984 3.672 0.3359 -0.1982 -0.0801
H 0.614 -3.245 -1.016 -0.2041 -0.0396 -0.0168
H -3.866 -0.543 0.934 0.0958 -0.0724 0.0570
C 0.623 1.237 -2.377 -0.0001 0.1288 -1.0978
H 1.378 1.536 -3.122 -0.0856 -0.1882 0.3810
H -0.160 3.256 -2.459 0.0232 -0.3401 -0.0292
H 1.730 2.973 5.714 0.1005 -0.0862 -0.2777
H -0.809 -0.070 -6.493 -0.0739 0.3853 -0.0426
H -1.030 2.604 -0.368 -0.9672 -0.0421 -0.4873
H 1.651 -0.977 -7.579 0.1236 -0.0658 0.4545
H 1.746 1.442 -7.441 0.1507 0.0473 0.2937
H 1.787 -2.250 3.138 -0.1137 0.1221 -0.1988
C 0.418 -1.313 1.780 0.0233 -0.4231 0.1018
H -1.699 0.538 -3.979 -0.5711 -0.3946 0.3198
C 0.073 3.587 -6.258 -0.2338 0.0873 0.2760
H 1.002 -1.572 -6.001 0.2625 0.0097 -0.2150
H -3.594 -1.397 2.465 -0.0678 0.0330 -0.1034
C -1.393 -1.924 0.512 0.1380 -0.1897 -0.1080
C 0.330 -0.241 -2.546 0.2934 0.0531 -0.0207
Ga 3.658 2.115 -1.926 0.4946 -0.0317 0.8614
C 3.550 1.362 3.309 0.0693 0.0986 -0.2414
H 1.028 1.366 -1.368 0.3207 -0.2282 0.1023
C 4.205 0.257 -6.796 0.2262 -0.1783 0.3323
H -0.850 4.014 -5.846 0.1835 0.1489 -0.2271
C 1.908 -1.264 -6.543 0.1635 0.0900 0.2821
C -3.093 0.363 -2.262 -0.1417 0.4922 -1.0507
H -0.114 1.335 3.109 0.0568 -0.0229 -0.1903
P 2.790 0.107 -5.621 -0.3365 -0.0352 -1.2469
H -3.321 -2.500 -0.238 0.1133 -0.0965 0.1650
C -2.263 -2.744 -0.355 -0.4522 -0.2105 -0.0135
H -3.909 0.775 -2.877 -0.1702 -0.1890 0.3505
C 3.062 1.995 2.152 -0.3393 -0.0468 0.0310
H -2.605 -0.971 -3.916 0.3665 0.2399 0.5219
H 2.540 2.437 -6.172 -0.1375 -0.2119 -0.1062
H 1.255 -0.845 -2.639 -0.5973 0.0704 1.0613
C -0.001 -2.140 0.710 -0.1148 -0.1148 -0.0180
C -2.612 1.444 -1.315 0.1379 0.3205 0.7684
H -0.979 -1.877 -2.330 0.6852 0.3670 -1.0691
H 1.874 -0.473 3.009 0.1766 -0.1582 0.1490
H -1.145 2.110 -3.362 0.4523 0.1874 0.3919
H 3.845 0.496 -7.806 0.1549 -0.1058 0.2302
C -0.681 -0.538 2.217 -0.0983 0.1758 0.1359
C -0.907 1.022 -6.596 0.0790 0.1074 0.2377
H 0.923 4.223 -5.980 -0.2872 -0.0289 -0.0720
H 2.519 -1.464 1.709 0.1063 -0.0795 0.0229
H -0.002 3.523 -7.354 0.0489 0.0600 0.3122
H -2.111 -3.810 -0.151 -0.0774 0.0648 0.1076
Br 1.507 4.019 0.800 -0.1594 -0.4471 0.5196
H 0.812 -4.132 0.495 -0.2148 0.1142 0.0893
C 0.857 -3.136 0.040 0.3845 0.0215 -0.3972
P 0.308 1.925 -5.491 -0.1121 0.0467 -1.6034
H -3.519 -0.466 -1.655 0.1512 0.5071 -0.2859
H -0.091 -0.014 4.209 -0.0017 -0.0387 -0.1879
H 2.616 -2.107 -6.573 -0.3646 0.1063 -0.0021
H -2.048 -2.625 -1.415 -0.0088 -0.0482 0.1899
C 1.518 3.253 3.583 0.4360 0.2379 -0.3909
H 3.588 1.339 5.472 -0.2496 -0.0176 -0.3971
C 3.102 1.744 4.579 0.4315 -0.1151 0.0206
H -1.918 1.319 -6.266 0.3080 -0.1883 -0.2324
C -1.423 2.078 -1.263 -0.8155 0.0458 0.1395
C 2.059 2.959 2.314 0.0190 0.2498 0.4613
C 2.089 2.684 4.726 -0.3287 -0.0390 -0.5879
H 4.748 -0.697 -6.808 0.0991 0.3494 -0.0703
H 4.855 1.064 -6.430 0.0027 -0.2929 -0.2591
H -3.398 1.746 -0.605 0.5861 -0.5699 0.3406
C 1.723 -1.394 2.449 0.1806 0.5005 0.0144
C 1.896 1.560 -6.353 -0.0743 -0.1054 0.4281
H 4.310 0.577 3.208 -0.2675 0.4269 0.0440
O 4.271 2.488 0.098 -1.3930 -1.1406 0.6328
C -0.540 2.220 -2.456 0.0055 -0.3862 0.1136
H -0.773 1.318 -7.652 -0.0539 -0.1847 0.4064
C -2.081 -0.226 -3.279 -0.4454 0.7443 0.4643
H -1.628 0.682 3.727 0.0468 -0.0532 -0.1805
O 3.103 0.572 0.176 0.2253 1.5143 0.9216
C -0.875 -0.827 -2.639 0.8409 -0.6555 -0.2992
C 3.505 1.637 0.735 0.8684 -0.2978 -1.5270
C -3.210 -0.607 1.806 -0.3067 0.2768 -0.0194

***

82
Properties=species:S:1:pos:R:3:forces:R:3 method="wB97M-V/def2-TZVPD" orbital_gap_ha="0.244 / 0.174" multiplicity=5 energy_ev=-137711.4418 homo_ev="-17.5409 / -18.1337" fmax_ev_per_a=4.53 total_charge=+4 s2=6.045 lumo_ev="-10.893 / -13.393"
C -3.871 3.505 -3.571 0.7433 -0.6472 0.2355
H 4.912 -2.336 -4.283 0.0463 0.0638 0.2524
H -4.371 2.549 -6.130 -0.4593 0.4852 -0.3074
S -1.546 -0.138 1.612 -0.4783 0.0105 -0.5983
H 1.278 1.145 -3.380 -0.1136 0.4244 -0.2377
H -3.665 1.500 -4.249 0.6675 0.6613 0.3617
C 0.432 1.627 -2.892 -0.9957 -0.1641 -1.8808
C 4.606 -1.968 1.553 -0.0523 0.1890 0.2040
H -6.086 3.507 -7.731 0.0503 -0.0206 0.0691
H 3.331 -2.671 -0.107 0.1451 0.2159 0.0502
Pd -1.290 0.340 -0.947 0.2299 0.1374 0.3939
C 4.078 -1.271 -2.568 0.7470 -0.2232 -0.5116
H -1.689 -4.939 -0.731 0.1655 0.2326 0.2359
P -0.733 -1.913 -1.086 -0.0672 -2.0805 -0.8107
C -5.035 3.367 -5.829 -0.3399 0.6567 0.7520
H 0.928 -2.817 -4.414 -0.1095 0.0756 0.1985
Br 2.013 3.886 -1.987 -0.1745 -0.5589 0.2357
H 1.305 -1.482 -2.203 -0.0416 -0.1190 -0.0827
N -0.491 -1.704 3.510 0.7605 0.9000 0.2590
C -0.480 2.625 -1.000 -0.4287 2.1042 -1.4717
C -5.997 3.890 -6.715 -0.3708 -0.4784 -1.4209
C 5.532 1.720 -1.103 0.3327 0.4128 -0.2484
H 4.102 -2.646 2.255 0.2811 0.1957 -0.1761
C 0.588 -2.302 -2.331 0.3438 0.3946 0.2593
H -0.051 -1.375 -4.173 -0.0769 -0.0959 -0.0345
H -5.752 5.469 -3.244 -0.2664 0.0303 -0.3026
H -1.205 -2.365 3.218 0.0536 0.0494 -0.0417
H 4.788 -1.005 2.062 -0.0044 -0.4394 -0.1011
C 3.705 -1.727 0.313 0.6671 -0.7725 0.6617
C -0.449 -3.294 0.133 0.1721 0.1120 1.0991
C -5.798 4.986 -4.218 0.4617 -0.6228 -0.5651
H 5.587 -2.385 1.267 -0.5140 0.0116 0.2168
H -2.317 -1.698 -2.829 0.1030 -0.2151 -0.0454
H 6.131 -1.747 -3.127 -0.2890 -0.1571 -0.1872
H 4.016 1.104 0.354 0.1474 -0.1441 -0.1688
C -2.314 -2.321 -1.928 0.1578 0.1631 -0.3651
H -1.060 -5.264 0.878 0.0852 0.4211 -0.2456
C -2.002 2.024 -2.858 0.3626 0.0736 0.7537
H 5.142 -3.167 -2.739 0.0165 0.2329 -0.0990
P 4.663 -0.842 -0.917 -2.0857 0.5519 -0.3329
H -7.448 6.206 -4.909 0.0047 -0.0235 0.0027
H -4.134 -2.917 -0.872 0.1566 0.2776 0.0333
H 1.120 -3.216 -2.032 -0.3739 0.1480 0.0283
C -6.747 5.410 -5.153 -1.1116 1.0924 -0.3385
C -0.883 1.349 -3.392 0.6980 0.7010 -0.3310
C -1.456 -4.463 0.233 -0.4481 -0.0187 -0.0874
H -3.592 4.294 -2.851 0.1035 -0.4922 -0.4469
H 0.550 -3.734 -0.043 -0.3474 0.5026 -0.1002
H 2.868 -1.071 0.577 -0.0462 -0.0690 -0.1551
C 1.142 0.259 4.525 0.0459 -0.3970 -0.1595
C 5.123 -2.179 -3.219 0.4281 -0.4523 -0.4181
H -1.004 0.905 -4.378 0.2925 -0.4908 0.3535
H -2.622 3.127 -1.115 0.3445 -0.7492 0.3590
N -6.833 4.867 -6.373 3.0008 -1.4135 3.0792
H 1.724 1.064 4.969 -0.0716 -0.1858 -0.0872
H 3.947 -0.349 -3.143 0.1148 -0.0005 0.1001
C -3.572 -2.011 -1.123 -0.4883 0.3190 0.2397
C -3.240 2.294 -3.592 -1.3450 0.4656 -0.9364
H 5.692 1.642 -2.191 0.0323 0.0749 0.3537
H -4.233 -1.355 -1.701 -0.0112 -0.2534 0.0772
C 0.602 2.696 -2.000 -1.3533 -1.8088 2.6628
H -0.757 -2.973 -3.911 0.2531 0.0099 -0.0436
H -0.403 -2.796 1.115 0.1224 -0.2987 -0.2818
H -3.355 -1.469 -0.197 -0.0893 -0.1955 0.1186
C -1.805 2.556 -1.574 0.6282 0.4652 0.7558
C 1.018 -0.972 5.195 0.0712 0.0184 -0.0344
H 3.435 1.152 -1.327 0.0068 -0.1891 0.0297
C -0.358 -0.528 2.786 -0.0362 -0.1982 1.3946
C -4.905 3.935 -4.537 -1.0554 0.0277 -0.7502
H -2.405 -4.153 0.692 0.2089 0.0326 -0.2341
C 0.149 -2.376 -3.781 -0.1599 0.1001 -0.4639
C 0.501 0.454 3.308 -0.2588 -0.4102 0.1608
C 4.294 0.910 -0.691 0.8118 0.4851 0.4625
H 0.505 1.407 2.795 0.1813 -0.0508 0.0965
C 0.183 -1.943 4.680 -0.2324 0.6556 -0.8431
H -0.011 -2.890 5.157 -0.0046 -0.0754 0.0527
H 1.558 -1.160 6.124 -0.2761 0.0586 -0.2321
H 3.118 -1.784 -2.504 0.1379 0.0709 0.2359
H 6.440 1.340 -0.604 -0.3787 0.2892 -0.1517
H 5.419 2.786 -0.854 0.0420 -0.4158 -0.0882
H -2.305 -3.361 -2.260 0.1283 0.0226 -0.0144
H -0.438 3.029 0.011 0.4025 0.3048 -0.4019